Here is a 3-piece molecular cluster, C22H42N4O2 overall from the Open Molecules 2025 dataset. Energies are from ωB97M-V with the def2-TZVPD basis set.

As for the HOMO-LUMO gap: 8.8 eV. For the largest force on an atom, the calculation gives 0.014 hartree/bohr. The SMILES is CO[C@H](CCCCN)[C@@H](N)OC[C@H](C)CC(C)C.c1cc[nH]c1.c1cc[nH]c1. The value obtained for the highest occupied orbital energy is -8.25 eV.

XYZ file:
```
70
Properties=species:S:1:pos:R:3:forces:R:3
C -1.161897 -3.620605 2.446827 0.03 -0.04 0.12
O -2.039667 -3.717248 1.356610 -0.29 0.01 -0.01
C -1.835862 -2.743074 0.343242 -0.22 -0.22 0.02
C -3.161346 -2.556936 -0.375982 -0.02 0.14 0.37
C -4.233005 -1.955566 0.542485 -0.11 0.17 -0.41
C -4.181716 -0.421193 0.599013 0.04 -0.29 0.10
C -5.007425 0.275684 -0.489949 -0.02 0.07 0.06
N -6.108328 1.058860 0.087851 0.11 -0.21 -0.02
C -0.674060 -3.185588 -0.569286 -0.23 0.01 -0.24
N -1.130898 -3.807894 -1.782850 0.17 0.06 0.26
O 0.165194 -2.083589 -0.911060 0.15 0.05 0.03
C 0.863361 -1.483142 0.171256 -0.06 -0.14 -0.10
C 2.304717 -1.189504 -0.230423 0.39 -0.27 0.53
C 3.166609 -2.444742 0.019422 -0.20 0.36 -0.48
C 2.840357 0.005856 0.581558 0.00 0.08 -0.53
C 2.785981 1.399493 -0.097567 -0.20 0.04 0.55
C 2.547527 2.475469 0.979199 -0.36 -0.32 -0.24
C 1.718606 1.516016 -1.191909 0.48 0.37 -0.18
H -1.053673 -2.585834 2.786286 0.04 0.09 -0.03
H -1.580936 -4.197102 3.268135 -0.06 -0.10 -0.02
H -0.172709 -4.027847 2.217813 0.11 0.05 -0.01
H -1.588556 -1.787360 0.818866 0.22 0.02 0.06
H -2.990696 -1.869536 -1.208547 -0.08 -0.08 -0.22
H -3.493574 -3.516448 -0.762531 0.11 -0.06 -0.12
H -5.207589 -2.245437 0.146205 -0.11 -0.01 0.13
H -4.161824 -2.390276 1.535791 0.12 -0.08 0.09
H -3.140102 -0.102739 0.522582 0.07 0.07 0.09
H -4.531753 -0.094557 1.578949 -0.06 0.10 0.03
H -4.354828 0.895424 -1.110849 0.07 0.05 -0.05
H -5.445690 -0.480311 -1.141896 0.01 -0.05 -0.13
H -6.362927 1.816174 -0.528979 -0.13 0.07 -0.02
H -5.816510 1.465893 0.964128 0.03 0.15 0.06
H -0.094911 -3.940274 -0.030383 0.13 0.06 0.14
H -1.429408 -3.085749 -2.426347 -0.15 -0.01 -0.11
H -0.346768 -4.274345 -2.216629 0.05 -0.06 -0.13
H 0.875149 -2.170019 1.025785 0.03 0.02 0.08
H 0.341243 -0.583463 0.509337 -0.03 0.10 -0.12
H 2.351529 -0.993428 -1.298610 -0.23 0.22 -0.12
H 3.495934 -2.487578 1.054759 -0.05 -0.15 0.14
H 4.043727 -2.423998 -0.627166 0.15 -0.01 0.12
H 2.604836 -3.341614 -0.239230 0.00 -0.13 0.08
H 3.876228 -0.200091 0.848829 0.07 0.06 0.15
H 2.277774 0.064226 1.516247 0.00 -0.10 0.14
H 3.767429 1.599665 -0.526745 0.03 -0.07 -0.21
H 1.469843 2.578449 1.136361 -0.04 -0.02 0.10
H 2.914738 3.449650 0.664597 0.11 0.08 0.06
H 2.975720 2.196595 1.939216 0.26 0.16 0.04
H 1.399120 2.555666 -1.277939 -0.09 0.03 0.01
H 2.116718 1.246340 -2.168810 -0.12 -0.24 -0.05
H 0.846230 0.904381 -0.986573 -0.15 -0.01 0.01
C 1.458433 -1.029565 -4.450596 0.03 -0.01 0.01
C 1.506525 -0.449438 -5.748370 0.02 -0.01 0.00
C 0.355476 0.272493 -5.914852 -0.01 0.01 0.03
N -0.382006 0.150589 -4.768328 0.03 -0.01 0.00
C 0.281626 -0.639798 -3.868867 -0.08 0.03 -0.08
H 2.203000 -1.661275 -3.994997 0.00 -0.01 0.00
H 2.294394 -0.552220 -6.475421 0.01 0.00 0.00
H 0.001619 0.858625 -6.745182 0.00 0.00 -0.01
H -1.275371 0.576716 -4.610567 -0.02 0.02 0.01
H -0.129148 -0.859839 -2.899139 0.03 -0.02 0.05
C 1.777173 4.333124 4.330678 0.00 -0.01 0.01
C 2.643410 4.959321 5.268342 0.00 -0.01 0.00
C 3.047746 6.146714 4.720418 -0.01 0.01 -0.02
N 2.458521 6.261549 3.490984 0.01 -0.01 0.01
C 1.683900 5.161579 3.245139 0.00 0.03 0.00
H 1.281257 3.383457 4.440926 0.00 -0.01 0.00
H 2.935854 4.580496 6.232958 0.00 0.00 0.01
H 3.699464 6.914981 5.098540 0.01 0.00 0.01
H 2.579776 7.033379 2.863211 0.00 0.02 -0.02
H 1.136436 5.062352 2.324032 0.00 -0.01 -0.01
```
Forces are in eV/Å.

Atom charges from the natural (NBO) analysis, given in e for atoms 1 to 8: -0.247, -0.544, 0.080, -0.417, -0.395, -0.411, -0.215, -0.832

---

Here is the molecule C2H4ClOP from the Open Molecules 2025 dataset. Energies are from ωB97M-V with the def2-TZVPD basis set.

As for the HOMO-LUMO gap (alpha / beta): 8.2 / 7.1 eV. For the largest force on an atom, the calculation gives 0.065 hartree/bohr. The energy above the lowest of the compared OMol25 structures with the same formula, charge and spin is 65.0 kcal per mole. The value obtained for the highest occupied orbital energy (alpha / beta) is -9.61 / -8.63 eV.

XYZ file:
```
9
Properties=species:S:1:pos:R:3:forces:R:3
C 1.039925 -0.233804 -0.086273 0.12 -0.14 -0.50
C -0.423426 -0.120566 -0.536926 0.12 0.28 0.32
O 1.167156 0.401412 1.148381 -2.22 1.25 -0.04
P -1.003931 1.405980 0.446594 3.17 -1.02 -0.41
Cl -2.297890 0.577761 1.666269 -0.78 -0.45 0.78
H 1.341100 -1.286449 0.026048 -0.01 0.03 -0.11
H 1.708786 0.216555 -0.838300 -0.13 -0.04 0.03
H -0.529716 0.023764 -1.612990 -0.17 -0.02 0.00
H -1.002003 -0.984651 -0.212802 -0.09 0.09 -0.06
```
Forces are in eV/Å.

Atom charges from the natural (NBO) analysis, given in e for atoms 1 to 8: -0.090, -0.739, -0.585, 0.866, -0.236, 0.175, 0.147, 0.228

---

Here is a 7-piece molecular cluster, C47H46Br2N6O17 overall from the Open Molecules 2025 dataset. Energies are from ωB97M-V with the def2-TZVPD basis set.

As for the HOMO-LUMO gap: 9.0 eV. For the largest force on an atom, the calculation gives 0.058 hartree/bohr. The SMILES is CC(=O)OCCC[C@@H]1OC(=O)O[C@@H]1[C@H](Br)[C@@H](C)Br.O=[N+]([O-])c1ccccc1.O=[N+]([O-])c1ccccc1.O=[N+]([O-])c1ccccc1.O=[N+]([O-])c1ccccc1.O=[N+]([O-])c1ccccc1.O=[N+]([O-])c1ccccc1. The value obtained for the highest occupied orbital energy is -9.84 eV.

XYZ file:
```
118
Properties=species:S:1:pos:R:3:forces:R:3
C -3.616452 1.232445 2.286635 0.11 -0.45 -0.14
C -4.825845 1.800784 1.640046 -1.35 0.62 0.95
O -5.669023 2.427322 2.255332 1.00 -0.46 -0.96
O -4.936224 1.507969 0.317197 0.83 0.68 0.35
C -5.408273 2.583550 -0.494417 -0.54 -0.08 -0.93
C -4.321602 3.302073 -1.298180 0.15 -0.14 0.83
C -4.028486 4.723394 -0.842116 -0.13 -0.52 0.00
C -3.159422 4.932523 0.392603 0.43 0.90 -1.18
O -3.845624 5.952843 1.152647 0.20 -0.10 1.27
C -3.205261 7.128473 0.991823 -0.51 2.25 0.83
O -3.335657 8.124628 1.681841 0.05 -2.38 -1.82
O -2.371937 7.002212 -0.096294 0.40 0.83 0.79
C -1.829766 5.722221 0.175320 -0.46 -1.19 0.11
C -0.680042 5.239662 -0.726451 -0.73 0.39 -0.10
Br -0.314550 6.556194 -2.109711 0.14 -0.09 -0.10
C -0.837457 3.833872 -1.269120 0.92 -0.04 -1.01
C -1.433703 3.694059 -2.654984 -0.20 0.16 0.49
Br 0.990014 3.096799 -1.450271 -0.18 -0.12 -0.17
H -3.208907 1.951222 2.971974 0.15 0.36 0.34
H -3.908599 0.364690 2.858831 -0.13 -0.30 0.29
H -2.865953 0.914995 1.582642 0.23 -0.01 -0.33
H -6.020993 3.270707 0.067804 -0.10 0.14 0.47
H -6.049022 2.123459 -1.227286 -0.40 -0.33 -0.13
H -3.441102 2.679356 -1.268035 0.35 -0.28 -0.19
H -4.678759 3.334779 -2.313476 0.08 0.04 -0.51
H -3.640134 5.319995 -1.650179 0.20 0.25 -0.35
H -4.992883 5.147952 -0.615402 -0.34 0.37 0.16
H -2.944702 4.044546 0.966267 -0.41 -0.21 0.55
H -1.418082 5.762254 1.181501 0.37 -0.01 0.22
H 0.200873 5.221646 -0.119249 0.39 0.25 0.30
H -1.318279 3.193776 -0.551157 -0.15 -0.17 0.43
H -2.269060 4.365125 -2.760664 -0.35 0.18 -0.22
H -1.763541 2.683762 -2.819581 -0.07 -0.46 -0.15
H -0.685591 3.953870 -3.377688 0.20 0.16 -0.46
O 0.137916 3.295890 2.503364 -0.27 -0.06 0.11
N 1.312921 3.286599 2.179652 -0.13 -0.10 0.08
O 1.745562 3.894145 1.230056 0.35 0.45 0.11
C 2.246501 2.480035 2.970108 0.07 -0.10 0.04
C 1.760442 1.738223 4.028879 -0.17 -0.10 0.14
C 2.645704 0.960494 4.755223 0.12 -0.01 -0.04
C 3.992074 0.939504 4.417420 -0.01 0.03 0.01
C 4.461704 1.700521 3.355636 -0.07 0.06 0.23
C 3.584619 2.478548 2.622712 0.17 0.07 -0.10
H 0.712263 1.759759 4.283685 -0.04 0.07 -0.08
H 2.283841 0.367513 5.583110 -0.02 -0.01 0.02
H 4.679985 0.325020 4.982864 0.02 -0.01 0.01
H 5.508840 1.681056 3.098399 0.03 -0.01 -0.05
H 3.939887 3.069988 1.793302 -0.10 0.03 -0.05
O 1.324984 0.096375 -1.073688 0.12 -0.23 0.15
N 0.946305 -1.021404 -1.353301 -0.03 0.01 -0.08
O 1.079119 -1.996747 -0.637812 -0.04 -0.04 0.06
C 0.280890 -1.203472 -2.650108 -0.05 -0.05 -0.09
C 0.136386 -0.106708 -3.474715 -0.04 0.27 -0.06
C -0.466318 -0.273900 -4.708915 -0.22 -0.12 0.03
C -0.918633 -1.525703 -5.097635 -0.02 -0.02 0.06
C -0.775843 -2.615854 -4.246788 0.00 0.12 -0.07
C -0.171472 -2.458997 -3.011153 -0.02 -0.23 0.00
H 0.491037 0.865405 -3.164705 0.07 -0.03 0.09
H -0.580116 0.573022 -5.369957 0.02 0.02 -0.04
H -1.382539 -1.654140 -6.065868 -0.01 0.00 -0.02
H -1.131811 -3.590325 -4.549363 -0.01 -0.03 0.00
H -0.052453 -3.301264 -2.347383 0.06 0.04 0.09
O 1.441618 1.551954 -7.276659 -0.07 0.02 -0.09
N 2.169309 1.277046 -6.343691 0.04 0.09 0.06
O 2.123059 0.237490 -5.720737 0.18 -0.15 -0.08
C 3.158522 2.280023 -5.921776 0.06 0.08 0.04
C 3.208376 3.492259 -6.581981 -0.05 0.17 -0.15
C 4.125736 4.440906 -6.163322 0.07 -0.03 0.09
C 4.976021 4.165841 -5.100619 -0.02 -0.02 -0.01
C 4.914837 2.937812 -4.455908 0.00 0.11 -0.06
C 3.999420 1.983831 -4.866315 0.09 -0.11 0.18
H 2.543370 3.698445 -7.406229 -0.07 -0.09 0.00
H 4.174860 5.396880 -6.664416 -0.01 0.02 -0.02
H 5.687201 4.911469 -4.772813 0.02 0.02 0.01
H 5.577921 2.724075 -3.630048 0.01 -0.02 0.03
H 3.942830 1.028480 -4.367613 -0.09 -0.05 -0.05
O 4.997315 -0.534364 1.712554 0.03 0.06 -0.17
N 5.539044 -1.573506 2.028167 -0.05 -0.09 0.03
O 6.681622 -1.654312 2.434695 0.09 0.00 0.06
C 4.755168 -2.810010 1.916127 -0.03 -0.10 -0.01
C 3.466719 -2.739724 1.425495 -0.19 0.14 -0.07
C 2.740399 -3.911440 1.302407 0.06 -0.18 0.06
C 3.299319 -5.127963 1.673171 0.15 0.29 -0.14
C 4.598684 -5.176629 2.172986 -0.16 0.29 -0.18
C 5.332617 -4.008147 2.293464 0.18 -0.21 0.11
H 3.030452 -1.795214 1.137505 0.06 0.05 -0.01
H 1.733459 -3.872190 0.913730 -0.01 0.03 -0.02
H 2.725770 -6.032250 1.570345 -0.03 -0.08 0.01
H 5.039708 -6.117154 2.462256 0.04 -0.05 -0.03
H 6.341925 -4.034261 2.674889 0.04 0.11 -0.02
O 2.096817 -6.073158 4.466094 -0.12 0.07 0.01
N 2.956016 -6.920911 4.365989 0.02 -0.06 0.04
O 3.278053 -7.453765 3.321936 -0.07 -0.39 0.18
C 3.660406 -7.333142 5.588813 0.07 -0.02 0.07
C 3.294134 -6.766803 6.794211 -0.11 0.13 0.16
C 3.946661 -7.171788 7.946162 0.09 -0.08 -0.02
C 4.951520 -8.127560 7.877918 -0.01 0.01 -0.02
C 5.310270 -8.678122 6.655012 -0.04 0.05 0.10
C 4.661308 -8.280931 5.498145 0.15 -0.15 -0.09
H 2.512568 -6.024322 6.838654 -0.04 0.00 -0.11
H 3.669233 -6.743005 8.898294 -0.01 0.02 0.02
H 5.455628 -8.444885 8.780347 0.02 0.00 0.02
H 6.094042 -9.419986 6.602602 0.02 -0.02 -0.02
H 4.932305 -8.706585 4.544422 -0.08 0.04 -0.07
O -9.393424 -2.618869 -4.313792 -0.08 0.06 -0.07
N -8.582965 -3.196941 -3.621420 0.04 0.03 0.01
O -8.298272 -4.371464 -3.722989 0.03 -0.11 -0.01
C -7.894520 -2.415725 -2.580053 0.03 0.04 0.07
C -8.220981 -1.083949 -2.416266 -0.09 0.22 -0.02
C -7.584854 -0.357978 -1.422877 0.09 -0.09 0.05
C -6.633757 -0.965398 -0.612621 -0.13 -0.21 -0.09
C -6.317278 -2.305050 -0.800152 -0.05 0.13 -0.02
C -6.949398 -3.039464 -1.789630 0.15 -0.16 0.10
H -8.960578 -0.617783 -3.048670 -0.04 -0.09 -0.06
H -7.835805 0.682886 -1.278204 -0.05 0.02 0.02
H -6.144324 -0.401332 0.161753 0.03 0.07 0.04
H -5.576845 -2.779398 -0.171736 0.02 -0.03 0.01
H -6.708997 -4.080662 -1.938824 -0.08 -0.03 -0.08
```
Forces are in eV/Å.

Atom charges from the Mulliken analysis, given in e for atoms 1 to 8: -1.328, 0.975, -0.609, -0.342, -0.440, -0.559, -2.048, 1.459

---

Here is a 2-piece molecular cluster, C5H12N2O2 overall from the Open Molecules 2025 dataset. Energies are from ωB97M-V with the def2-TZVPD basis set.

As for the HOMO-LUMO gap: 10.1 eV. For the largest force on an atom, the calculation gives 0.008 hartree/bohr. The SMILES is [H]/N=C(\C)C(=O)O.CNC. The energy above the lowest of the compared OMol25 structures with the same formula, charge and spin is 28.0 kcal per mole. The value obtained for the highest occupied orbital energy is -9.37 eV.

XYZ file:
```
21
Properties=species:S:1:pos:R:3:forces:R:3
H 1.171165 2.342022 0.142408 0.33 -0.13 0.00
N 1.025906 1.337072 0.045657 -0.41 0.15 -0.02
C 2.073646 0.633252 0.050921 -0.08 0.08 0.20
C 3.491982 1.073423 0.194230 0.03 0.12 0.01
C 1.862315 -0.869571 -0.076917 0.05 0.02 -0.03
O 2.794557 -1.618091 -0.221659 0.03 0.04 0.00
O 0.616959 -1.286258 -0.007980 -0.29 -0.20 -0.09
H 4.012199 0.403996 0.876372 0.06 0.01 -0.02
H 3.989676 0.997722 -0.772133 0.08 -0.02 -0.01
H 3.554784 2.100018 0.556291 -0.04 -0.04 -0.06
H -0.063603 -0.571823 0.120014 0.11 -0.12 0.14
C -2.230081 0.487335 -0.831096 -0.08 0.16 -0.04
N -1.969120 -0.264820 0.383159 0.12 0.28 0.27
C -2.689229 -1.523401 0.440824 -0.08 0.00 0.03
H -1.903465 -0.107628 -1.686582 0.00 0.08 -0.03
H -3.291626 0.740942 -0.971751 0.06 -0.06 -0.01
H -1.644147 1.406307 -0.800558 -0.04 -0.05 -0.12
H -2.210430 0.301286 1.192840 0.12 -0.09 -0.17
H -3.775823 -1.407385 0.326982 0.02 0.00 -0.03
H -2.325579 -2.169256 -0.355416 0.00 -0.12 -0.04
H -2.490090 -2.005142 1.394403 0.01 -0.11 0.03
```
Forces are in eV/Å.

Atom charges from the natural (NBO) analysis, given in e for atoms 1 to 8: 0.346, -0.622, 0.218, -0.684, 0.725, -0.575, -0.693, 0.249